Here is a structure of composition C26H19N5O3ReSbSe4 from the OMol25 dataset. Energies are from ωB97M-V/def2-TZVPD.

Results
E_LUMO	-8.3	eV
electronic energy	-310904.045	eV
net charge	+2
relative energy (zero: lowest compared OMol25 entry of this formula, charge and spin)	0.326	eV
2S+1	1

Atoms and positions in Å:
Re: -1.534 0.636 -2.404
O: -1.913 3.885 2.120
C: -2.909 2.999 2.170
C: -3.741 3.042 3.290
C: -4.782 2.153 3.411
C: -5.037 1.188 2.425
C: -4.230 1.131 1.322
C: -3.149 2.028 1.171
C: -2.308 1.941 0.015
O: -2.596 0.954 -0.882
N: -1.308 2.725 -0.237
N: -0.685 2.378 -1.422
C: 0.319 3.089 -1.780
C: 1.101 2.839 -2.978
C: 2.121 3.722 -3.320
C: 2.903 3.497 -4.445
C: 2.682 2.379 -5.232
C: 1.675 1.475 -4.907
C: 0.899 1.722 -3.795
O: -0.101 0.825 -3.500
H: -1.392 3.774 1.307
H: -3.539 3.789 4.045
H: -5.418 2.202 4.285
H: -5.864 0.503 2.535
H: -4.418 0.400 0.547
H: 0.599 3.919 -1.137
H: 2.297 4.592 -2.698
H: 3.688 4.194 -4.703
H: 3.295 2.201 -6.105
H: 1.490 0.593 -5.506
Se: -4.125 -1.477 -4.653
Sb: -4.039 0.858 -5.430
Se: -2.942 2.253 -3.727
Se: -2.422 -1.461 -3.016
Se: -4.770 1.426 -7.522
N: 3.229 -2.927 1.909
C: 3.498 -3.744 2.983
C: 4.692 -4.222 3.523
C: 4.575 -5.037 4.625
C: 3.321 -5.372 5.180
C: 2.149 -4.901 4.644
C: 2.243 -4.069 3.520
N: 1.247 -3.466 2.790
C: 1.865 -2.799 1.848
C: 1.145 -2.019 0.859
C: -0.254 -2.006 0.903
C: -0.957 -1.278 -0.021
N: -0.355 -0.554 -0.991
C: 0.990 -0.559 -1.038
C: 1.759 -1.270 -0.147
H: 3.913 -2.530 1.291
H: 5.657 -3.973 3.103
H: 5.470 -5.435 5.083
H: 3.292 -6.018 6.046
H: 1.184 -5.156 5.061
H: -0.768 -2.574 1.664
H: -2.037 -1.250 -0.001
H: 1.460 0.017 -1.821
H: 2.833 -1.231 -0.260

Results of the Mulliken charge analysis, in e, for atoms 1 through 8: 1.144 -0.593 0.351 -0.701 -0.380 -0.933 -0.412 0.274